[1]
The following is a quantum chemistry calculation of C12H51BN3O10Y as an isolated structure in a non-equilibrium geometry, from the OMol25 dataset.

Its total charge is +2. As for the HOMO energy: -13.0005 eV.

Last column: Mulliken charge in e.
Positions of all 78 atoms, in Å:
Y1 2.165 3.159 -23.046  1.139
B1 1.187 5.383 -22.152  1.394
H1 2.154 5.499 -22.783  0.039
H2 0.592 4.463 -22.492  0.326
H3 1.485 5.223 -21.031  -0.435
H4 0.536 6.349 -22.228  -0.785
C1 3.637 5.812 -16.838  -1.584
C2 2.920 5.270 -18.063  1.027
C3 1.432 5.047 -17.754  -0.274
O1 1.240 4.213 -16.634  -0.438
C4 1.417 2.847 -16.868  -0.559
N1 3.120 6.228 -19.163  -0.550
H5 3.605 5.062 -16.044  0.348
H6 3.169 6.708 -16.429  0.349
H7 4.686 6.015 -17.049  0.418
H8 3.375 4.315 -18.350  -0.022
H9 0.925 4.590 -18.620  0.024
H10 0.940 5.997 -17.550  0.330
H11 1.368 2.289 -15.939  0.320
H12 2.397 2.631 -17.323  0.220
H13 0.664 2.494 -17.593  0.179
H14 2.533 7.056 -19.092  0.341
H15 2.797 5.794 -20.022  -0.363
C5 -2.266 8.237 -20.373  -1.168
C6 -2.353 6.786 -19.879  0.391
C7 -3.470 6.062 -20.632  -0.791
O2 -4.731 6.641 -20.570  -0.406
C8 -5.243 6.834 -19.262  -0.673
N2 -1.071 6.106 -20.050  -0.318
H16 -2.246 8.296 -21.468  0.063
H17 -1.346 8.748 -20.077  0.427
H18 -3.112 8.827 -20.019  0.449
H19 -2.572 6.838 -18.810  0.403
H20 -3.505 5.028 -20.246  0.437
H21 -3.168 6.002 -21.683  0.267
H22 -6.307 7.041 -19.361  0.275
H23 -4.834 7.757 -18.834  0.239
H24 -5.039 5.968 -18.630  0.314
H25 -0.357 6.764 -19.741  0.161
H26 -0.752 5.937 -20.992  0.071
C9 -0.576 11.227 -23.224  -1.515
C10 -0.401 9.750 -23.530  1.509
C11 -0.560 9.505 -25.015  -1.133
O3 -0.314 8.138 -25.358  -0.319
C12 -0.083 7.992 -26.747  -0.941
N3 0.938 9.377 -23.050  -0.568
H27 -1.595 11.612 -23.289  0.394
H28 0.056 11.821 -23.889  0.371
H29 -0.298 11.482 -22.201  0.324
H30 -1.136 9.143 -22.994  -0.570
H31 0.205 10.137 -25.491  0.445
H32 -1.531 9.816 -25.409  0.488
H33 -0.857 8.517 -27.315  0.364
H34 -0.136 6.939 -27.025  0.299
H35 0.874 8.436 -27.042  0.329
H36 1.647 9.709 -23.700  0.267
H37 1.068 8.372 -23.051  -0.066
O4 3.627 3.830 -21.187  -0.453
H38 4.381 4.421 -21.028  0.309
H39 3.801 3.074 -20.607  0.270
O5 0.098 2.089 -23.584  -0.448
H40 -0.704 1.768 -23.146  0.298
H41 0.060 1.712 -24.477  0.310
O6 1.209 4.519 -24.923  -0.378
H42 0.317 4.940 -24.759  0.352
H43 1.499 4.830 -25.789  0.267
O7 1.086 2.485 -20.956  -0.483
H44 1.399 1.876 -20.272  0.318
H45 0.385 3.009 -20.528  0.236
O8 0.382 9.503 -20.125  -0.677
H46 0.767 10.289 -19.723  0.290
H47 0.708 9.508 -21.044  0.334
O9 4.008 4.214 -23.932  -0.477
H48 4.575 4.984 -23.778  0.307
H49 4.266 3.895 -24.813  0.320
O10 -1.279 5.677 -24.139  -0.836
H50 -1.080 6.554 -24.531  0.533
H51 -1.068 5.758 -23.204  0.344

***

[2]
The following is a quantum chemistry calculation of a 2-piece molecular cluster, C4H9O2 overall, from the OMol25 dataset.

Its total charge is -1. The energy above the lowest of the compared OMol25 structures with the same formula, charge and spin comes out at 0.376 eV. As for the HOMO energy: -3.8262 eV.

Last column: natural (NBO) charge in e.
Positions of all 15 atoms, in Å:
C1 2.296 -0.612 1.025  -0.741
C2 1.088 -1.154 1.850  0.762
O1 0.854 -2.374 1.696  -0.795
O2 0.493 -0.305 2.559  -0.798
H1 2.021 -0.522 -0.029  0.192
H2 3.112 -1.329 1.138  0.194
H3 2.626 0.367 1.375  0.188
C3 -1.391 1.138 -0.573  -0.633
C4 -1.770 0.358 -1.833  -0.616
H4 -0.551 1.779 -0.840  0.198
H5 -2.078 1.845 -0.093  0.197
H6 -1.176 0.456 0.248  0.254
H7 -1.004 0.423 -2.609  0.195
H8 -2.722 0.646 -2.273  0.189
H9 -1.798 -0.717 -1.640  0.213

***

[3]
The following is a quantum chemistry calculation of C3H4BCl2CrF8N2O19S4 as an isolated structure in a non-equilibrium geometry, from the OMol25 dataset.

As for the multiplicity: 5. Its total charge is -3. As for the HOMO energy (alpha / beta): -1.0017 / -1.3080 eV.

Last column: natural (NBO) charge in e.
Positions of all 44 atoms, in Å:
Cr1 -0.536 0.133 0.307  1.273
Cl1 -3.450 2.640 0.667  2.521
O1 -3.421 3.055 2.066  -0.884
O2 -4.797 2.328 0.204  -0.842
O3 -2.891 3.835 -0.011  -0.869
O4 -2.463 1.599 0.568  -0.869
Cl2 3.233 -0.891 0.187  2.562
O5 3.504 -0.646 1.625  -0.836
O6 3.219 -2.241 -0.225  -0.896
O7 1.878 -0.362 0.031  -0.920
O8 4.035 -0.203 -0.756  -0.853
N1 0.138 4.697 0.967  -0.923
S1 0.804 3.353 0.013  2.309
O9 0.308 2.004 0.292  -0.925
O10 2.183 3.401 -0.568  -0.840
F1 -0.177 3.632 -1.254  -0.488
S2 1.456 4.683 1.798  2.388
O11 2.467 5.615 1.318  -0.952
O12 1.871 3.475 2.434  -0.891
F2 0.727 5.579 2.956  -0.542
N2 -0.757 0.194 -1.591  -0.993
S3 0.124 0.754 -3.016  2.227
O13 -0.379 2.035 -3.564  -0.831
O14 0.751 -0.222 -3.968  -0.840
F3 1.470 1.324 -2.243  -0.472
S4 -1.788 -0.271 -2.631  2.365
O15 -1.665 -1.626 -3.189  -0.901
O16 -2.650 0.625 -3.387  -0.843
F4 -2.733 -0.533 -1.350  -0.523
B1 -0.645 -0.419 2.791  1.331
F5 0.466 -1.232 2.438  -0.555
F6 -1.660 -0.721 1.899  -0.536
F7 -1.041 -0.385 4.139  -0.547
F8 -0.287 0.758 2.230  -0.499
C1 0.631 -5.096 -0.892  -0.091
C2 0.360 -5.253 0.561  -0.097
O17 -0.370 -4.128 0.952  -0.457
C3 -0.249 -3.211 -0.017  1.043
O18 -0.646 -1.991 -0.067  -0.611
O19 0.405 -3.724 -1.034  -0.434
H1 0.057 -5.748 -1.551  0.173
H2 1.662 -5.429 -1.012  0.193
H3 1.242 -5.353 1.194  0.198
H4 -0.387 -6.037 0.690  0.178

***

Q: Which value of total charge does entry 1 give?
A: +2

***

Q: Which of these has the lowest total charge?
A: C3H4BCl2CrF8N2O19S4

***

Q: Which value of total charge does entry 1 give?
A: +2

***

Q: Among the records above, which one has the lowest total charge?
A: C3H4BCl2CrF8N2O19S4